Entry 1:
Entry from the OMol25 dataset: a 2-piece molecular cluster, C5H15NO overall (wB97M-V/def2-TZVPD).

Results
Energy (eV): -8965.6281
SMILES: CC(C)[C@@H](C)N.O
Energy above the lowest of the compared OMol25 structures with the same formula, charge and spin (kcal/mol): 16.8

Geometry as ORCA input:
```
! wB97M-V def2-TZVPD RIJCOSX def2/J DEFGRID3
* xyz 0 1
C -0.041 0.371 -1.835
C -0.360 0.087 -0.376
C 0.885 -0.432 0.414
C 0.501 -1.044 1.791
C 1.730 -1.447 -0.363
N -1.486 -0.864 -0.184
H 0.548 -0.359 -2.376
H 0.420 1.353 -1.907
H -0.990 0.477 -2.386
H -0.673 0.995 0.149
H 1.487 0.404 0.765
H 0.133 -0.290 2.473
H -0.245 -1.839 1.720
H 1.387 -1.446 2.248
H 1.060 -2.174 -0.822
H 2.485 -1.932 0.246
H 2.210 -0.916 -1.190
H -1.121 -1.798 -0.368
H -2.106 -0.752 -0.989
H -2.032 3.487 1.656
H -1.796 3.848 0.245
O -1.996 4.274 1.090
*
```

***

Entry 2:
Entry from the OMol25 dataset: C4H6O2 as an isolated structure (wB97M-V/def2-TZVPD).

Results
Energy (eV): -8332.7989
Energy above the lowest of the compared OMol25 structures with the same formula, charge and spin (kcal/mol): 176.7

Geometry as ORCA input:
```
! wB97M-V def2-TZVPD RIJCOSX def2/J DEFGRID3
* xyz 0 1
C -1.795 -0.081 0.153
O -1.211 1.414 0.143
C -0.456 0.435 0.419
C 0.951 0.253 0.901
O 1.341 -0.796 0.059
C 0.535 -0.538 -1.107
H -0.885 -0.516 -0.851
H -2.464 -0.131 1.019
H 1.022 -0.024 1.960
H 1.518 1.182 0.724
H 0.963 0.264 -1.726
H 0.483 -1.462 -1.695
*
```

***

Entry 3:
Entry from the OMol25 dataset: one molecule with the formula C4H10N2O2 (wB97M-V/def2-TZVPD).

Results
Energy (eV): -11383.6391
SMILES: NC[C@H](CO)NC=O
Energy above the lowest of the compared OMol25 structures with the same formula, charge and spin (kcal/mol): 75.3

Geometry as ORCA input:
```
! wB97M-V def2-TZVPD RIJCOSX def2/J DEFGRID3
* xyz 0 1
O -2.016 -0.224 -1.183
C -1.133 -0.929 -1.767
N 0.155 -0.659 -1.487
C 0.576 -0.047 -0.203
C 0.114 1.425 -0.142
O 0.358 1.854 1.240
C 0.234 -0.920 1.016
N 1.323 -0.687 1.992
H -1.473 -1.876 -2.392
H 0.879 -1.058 -1.897
H 1.749 -0.149 -0.178
H 0.748 2.032 -0.933
H -0.968 1.573 -0.374
H 1.194 2.487 1.124
H -0.694 -0.615 1.484
H 0.147 -1.954 0.680
H 1.305 0.229 2.504
H 1.281 -1.461 2.564
*
```

***

Entry 4:
Entry from the OMol25 dataset: a 2-piece molecular cluster, C3H9N2 overall (wB97M-V/def2-TZVPD).

Results
Energy (eV): -6225.3584
Energy above the lowest of the compared OMol25 structures with the same formula, charge and spin (kcal/mol): 131.2

Geometry as ORCA input:
```
! wB97M-V def2-TZVPD RIJCOSX def2/J DEFGRID3
* xyz 1 1
C -1.843 0.049 0.845
C -0.906 0.812 -0.071
C 0.214 0.320 -0.522
N 3.061 -1.995 -0.206
N -1.287 2.080 -0.384
H -1.736 0.390 1.877
H -2.866 0.099 0.481
H -1.539 -0.996 0.843
H 1.028 0.639 -1.167
H 2.265 -1.391 -0.247
H 2.920 -2.974 -0.417
H 3.668 -1.848 0.581
H -2.272 2.194 -0.598
H -0.706 2.620 -1.015
*
```

***

Entry 5:
Entry from the OMol25 dataset: C2F3MgNO4S2Y as an isolated structure (wB97M-V/def2-TZVPD).

Results
Energy (eV): -48047.9406

Geometry as ORCA input:
```
! wB97M-V def2-TZVPD RIJCOSX def2/J DEFGRID3
* xyz 2 2
O 1.770 2.846 0.442
C 2.288 1.736 0.511
O 3.407 1.254 0.317
Y 2.811 -0.767 0.460
Mg 0.367 1.981 -0.983
N 0.594 -0.999 -0.052
S 1.042 -0.384 -1.680
S -0.730 -0.405 0.560
O -0.968 1.033 0.164
O -0.864 -0.713 1.974
C -2.175 -1.247 -0.285
F -2.269 -0.846 -1.540
F -1.989 -2.553 -0.248
F -3.286 -0.937 0.358
*
```

***

Entry 6:
Entry from the OMol25 dataset: CH4N2O3S as an isolated structure (wB97M-V/def2-TZVPD).

Results
Energy (eV): -21055.2116
Energy above the lowest of the compared OMol25 structures with the same formula, charge and spin (kcal/mol): 101.1

Geometry as ORCA input:
```
! wB97M-V def2-TZVPD RIJCOSX def2/J DEFGRID3
* xyz 0 1
C -1.230 -0.828 -0.600
N 0.305 -1.009 1.032
N 0.544 1.504 0.472
O 2.267 -0.128 -0.320
O -0.149 -0.151 -1.226
O -1.099 -0.851 0.780
S 0.871 -0.039 0.023
H -2.156 -0.290 -0.801
H -1.005 -1.812 -0.947
H 1.366 2.079 0.218
H 0.286 1.525 1.370
*
```

***

Entry 7:
Entry from the OMol25 dataset: C5H8O2 as an isolated structure (wB97M-V/def2-TZVPD).

Results
Energy (eV): -9407.2636
Energy above the lowest of the compared OMol25 structures with the same formula, charge and spin (kcal/mol): 59.2

Geometry as ORCA input:
```
! wB97M-V def2-TZVPD RIJCOSX def2/J DEFGRID3
* xyz 0 1
C -1.372 1.169 -0.325
C -0.249 0.218 -0.022
C -0.098 -0.476 1.317
O 1.342 -0.538 1.193
C 1.278 0.271 0.016
C 0.593 -0.515 -1.041
O 0.709 -1.896 -1.114
H -1.294 2.108 0.233
H -1.439 1.401 -1.392
H -2.319 0.692 -0.040
H -0.566 -1.459 1.447
H -0.367 0.184 2.151
H 2.025 1.053 -0.093
H 0.579 -0.049 -2.025
H 1.179 -2.161 -0.308
*
```

***

Entry 8:
Entry from the OMol25 dataset: C24H30N2OS6V as an isolated structure (wB97M-V/def2-TZVPD).

Results
Energy (eV): -121102.7929
Energy above the lowest of the compared OMol25 structures with the same formula, charge and spin (kcal/mol): 0.0

Geometry as ORCA input:
```
! wB97M-V def2-TZVPD RIJCOSX def2/J DEFGRID3
* xyz 0 2
V -0.471 0.492 -1.656
C -3.334 -1.295 -0.936
C -3.590 -0.694 -2.317
S -2.674 0.807 -2.764
C -3.509 2.136 -1.850
C -3.461 2.072 -0.330
S -1.776 1.744 0.276
C -2.254 1.147 1.921
C -1.039 0.765 2.773
S 0.292 -0.143 1.959
C -0.336 -1.832 1.843
C -1.648 -2.069 1.104
S -1.577 -1.661 -0.666
H -3.903 -2.222 -0.847
H -3.663 -0.622 -0.147
H -4.657 -0.498 -2.437
H -3.302 -1.408 -3.090
H -4.543 2.210 -2.189
H -2.978 3.021 -2.205
H -4.134 1.300 0.045
H -3.802 3.025 0.080
H -2.952 0.318 1.813
H -2.797 1.952 2.422
H -1.375 0.232 3.665
H -0.543 1.674 3.117
H -0.437 -2.250 2.847
H 0.477 -2.373 1.351
H -2.466 -1.525 1.572
H -1.892 -3.130 1.170
C 3.701 0.716 -0.212
C 2.294 1.098 -0.571
N 1.454 0.215 -0.992
N 1.926 -1.103 -1.077
C 1.407 -1.744 -2.067
S 0.288 -1.093 -3.230
S 1.756 -3.462 -2.293
C 3.289 -3.682 -1.339
C 4.502 -3.693 -2.227
C 4.991 -2.511 -2.779
C 6.092 -2.524 -3.620
C 6.725 -3.725 -3.924
C 6.242 -4.908 -3.385
C 5.137 -4.889 -2.543
C 1.856 2.490 -0.433
C 2.560 3.345 0.433
C 2.233 4.670 0.601
C 1.175 5.203 -0.138
C 0.462 4.400 -0.995
C 0.758 3.030 -1.154
O -0.032 2.333 -1.958
H 4.082 -0.037 -0.895
H 3.719 0.270 0.787
H 4.367 1.573 -0.229
H 3.194 -4.634 -0.816
H 3.320 -2.885 -0.597
H 4.482 -1.578 -2.568
H 6.456 -1.596 -4.043
H 7.585 -3.736 -4.581
H 6.725 -5.848 -3.621
H 4.762 -5.817 -2.126
H 3.382 2.940 1.011
H 2.792 5.288 1.291
H 0.909 6.248 -0.034
H -0.366 4.792 -1.573
*
```

***

Which of these has the lowest energy? C24H30N2OS6V

***

What is the energy in the sixth record? -21055.2116 eV

***

What is the energy in the eighth record? -121102.7929 eV